[1]
12
Properties=species:S:1:pos:R:3:mulliken_charge:R:1 method="wB97M-V/def2-TZVPD" energy_ev=-25912.2283 de_lowest_ev=3.063 e_homo_ev=-8.60 charge=0
C -0.96 0.32 -0.01 -0.16
C -2.08 0.37 -0.74 -0.85
C 1.83 0.28 0.31 -0.21
C -0.41 -0.99 0.34 -0.48
S 3.53 0.52 0.11 -0.15
S 1.31 -1.14 -0.32 -0.05
H -0.44 1.16 0.25 0.46
H 3.35 1.63 0.87 0.17
H -2.20 1.31 -1.26 0.24
H -0.95 -1.73 -0.08 0.39
H -2.65 -0.45 -0.93 0.35
H -0.33 -1.27 1.45 0.29

[2]
12
Properties=species:S:1:pos:R:3:mulliken_charge:R:1 method="wB97M-V/def2-TZVPD" energy_ev=-25913.4827 de_lowest_ev=1.809 e_homo_ev=-8.50 charge=0 smiles="CC1(C)SC1=S"
C 0.97 -0.99 0.19 -1.16
C -0.25 -0.22 0.00 0.87
C -0.36 0.63 -1.26 -1.15
S -1.87 -0.72 0.98 -0.10
C -0.77 0.57 1.29 -0.17
S -0.66 1.75 2.54 -0.23
H 1.51 -1.06 -0.74 0.37
H 0.65 -2.00 0.61 0.31
H 1.55 -0.49 1.02 0.30
H 0.25 0.13 -2.08 0.31
H 0.38 1.41 -1.04 0.33
H -1.40 0.98 -1.49 0.33

[3]
14
Properties=species:S:1:pos:R:3:mulliken_charge:R:1 method="wB97M-V/def2-TZVPD" energy_ev=-47583.6817 de_lowest_ev=2.167 e_homo_ev=-8.80 charge=0 smiles="S=C1S[C@@H](CS)[C@H]1S"
S -2.87 -1.59 -0.42 -0.20
C -1.44 -1.05 -0.05 -0.10
S 0.08 -1.81 0.35 -0.05
C 0.41 0.06 0.72 -0.12
C 1.28 0.58 -0.29 -0.59
S 2.82 -0.47 -0.32 -0.26
C -1.13 0.37 0.68 -0.14
S -1.57 1.91 -0.12 -0.21
H 0.85 -0.10 1.76 0.36
H 1.64 1.54 -0.05 0.35
H 0.81 0.52 -1.34 0.34
H 2.62 -1.48 -1.41 0.16
H -1.41 0.32 1.84 0.27
H -2.09 1.20 -1.35 0.19

[4]
18
Properties=species:S:1:pos:R:3:mulliken_charge:R:1 method="wB97M-V/def2-TZVPD" energy_ev=-77975.9604 de_lowest_ev=0.000 e_homo_ev=-16.72 charge=+2
Tc -0.50 1.01 0.13 0.04
C -2.15 2.35 -2.98 -1.28
C -1.82 2.32 -1.51 0.73
S -0.24 2.83 -1.04 -0.09
C -2.74 1.82 -0.58 0.76
C -4.07 1.29 -1.03 -1.28
S -2.35 1.67 1.10 -0.08
H -1.32 2.71 -3.57 0.44
H -3.01 3.01 -3.14 0.36
H -2.43 1.36 -3.33 0.31
H -4.61 2.08 -1.57 0.35
H -4.68 0.97 -0.19 0.44
H -3.94 0.45 -1.71 0.31
S 2.29 -0.50 2.05 -0.10
Sb 1.57 -2.12 0.49 1.20
S 0.99 1.08 1.65 0.24
S -0.19 -1.10 -0.69 -0.19
S 2.43 -4.08 0.29 -0.18

The records above give, respectively, gap between HOMO and LUMO values of 8.81, 8.21, 8.32, 6.40 eV.
The records above give, respectively, LUMO energy values of 0.211, -0.293, -0.485, -10.316 eV.